The following is a quantum chemistry calculation of 6 unconnected molecules or ions with the total composition C52H108F6N4O4, from the OMol25 dataset.

Geometry as ORCA input:
```
! wB97M-V def2-TZVPD RIJCOSX def2/J DEFGRID3
* xyz 2 1
C -9.434 -18.114 7.377
C -9.021 -16.636 7.211
C -8.238 -16.406 5.885
C -7.932 -14.920 5.555
N -7.491 -14.636 4.107
C -8.730 -15.021 3.145
C -9.683 -13.861 3.283
C -8.833 -12.611 3.696
C -7.367 -13.080 3.947
C -6.120 -15.277 3.727
C -4.940 -14.665 4.489
C -3.758 -15.457 3.957
H -8.585 -18.778 7.540
H -9.839 -18.552 6.464
H -10.255 -18.242 8.082
H -8.322 -16.342 7.993
H -9.905 -16.006 7.309
H -8.736 -16.960 5.090
H -7.272 -16.869 6.087
H -7.233 -14.511 6.285
H -8.921 -14.476 5.660
H -8.199 -15.112 2.198
H -9.073 -16.026 3.393
H -10.094 -13.649 2.296
H -10.384 -14.129 4.074
H -8.733 -11.942 2.840
H -9.180 -12.117 4.604
H -6.801 -12.942 3.025
H -6.912 -12.640 4.834
H -6.056 -15.167 2.644
H -6.286 -16.325 3.976
H -5.082 -14.798 5.562
H -4.914 -13.586 4.334
H -3.662 -15.447 2.871
H -3.682 -16.452 4.395
H -2.899 -14.938 4.381
C -3.724 -17.321 14.425
C -3.690 -15.786 14.456
C -2.473 -15.175 15.186
C -1.242 -15.352 14.351
N 0.126 -15.059 15.016
C 1.306 -15.208 13.977
C 1.785 -16.679 14.121
C 0.951 -17.401 15.178
C 0.434 -16.208 16.015
C 0.199 -13.715 15.787
C -0.033 -12.448 14.966
C -0.217 -11.131 15.764
H -3.633 -17.749 15.424
H -2.941 -17.638 13.736
H -4.718 -17.643 14.116
H -4.601 -15.381 14.897
H -3.775 -15.375 13.451
H -2.406 -15.617 16.180
H -2.775 -14.150 15.401
H -1.223 -14.746 13.445
H -1.080 -16.384 14.039
H 2.210 -14.644 14.208
H 0.964 -14.914 12.985
H 2.828 -16.636 14.432
H 1.740 -17.267 13.204
H 1.608 -18.104 15.689
H 0.126 -18.027 14.840
H 1.342 -15.814 16.472
H -0.363 -16.351 16.745
H 1.090 -13.586 16.402
H -0.600 -13.659 16.527
H -0.819 -12.559 14.219
H 0.779 -12.294 14.256
H -0.223 -10.259 15.111
H 0.646 -10.907 16.391
H -1.107 -11.216 16.388
C -2.744 -3.043 11.434
C -2.688 -2.846 9.920
C -3.198 -4.030 9.168
C -3.643 -3.711 7.716
N -4.291 -4.926 7.054
C -5.664 -5.359 7.691
C -6.434 -6.022 6.491
C -5.859 -5.520 5.166
C -4.793 -4.501 5.592
C -3.361 -6.156 7.002
C -1.922 -5.936 6.297
C -1.226 -7.316 6.148
H -3.813 -2.958 11.634
H -2.313 -2.179 11.940
H -2.221 -3.923 11.807
H -1.680 -2.818 9.505
H -3.252 -1.989 9.555
H -4.071 -4.392 9.712
H -2.504 -4.861 9.292
H -2.808 -3.535 7.039
H -4.364 -2.897 7.629
H -5.517 -6.091 8.485
H -6.209 -4.526 8.134
H -6.309 -7.104 6.507
H -7.492 -5.764 6.542
H -5.330 -6.311 4.635
H -6.532 -5.166 4.385
H -3.917 -4.394 4.953
H -5.330 -3.564 5.737
H -3.986 -6.927 6.552
H -3.144 -6.547 7.996
H -1.367 -5.107 6.736
H -1.954 -5.633 5.250
H -1.054 -7.907 7.047
H -0.278 -7.223 5.618
H -1.874 -7.954 5.548
C -15.407 -0.392 12.347
C -15.587 -1.947 12.567
C -14.279 -2.735 12.301
C -14.392 -4.208 12.829
N -13.176 -5.032 12.479
C -13.087 -5.251 10.935
C -12.452 -6.629 10.735
C -12.450 -7.406 12.066
C -13.277 -6.489 13.058
C -11.810 -4.366 12.878
C -11.666 -3.896 14.321
C -10.590 -2.928 14.614
H -15.394 0.177 13.276
H -16.252 0.015 11.793
H -14.564 -0.002 11.776
H -16.400 -2.311 11.939
H -15.921 -2.119 13.590
H -13.460 -2.241 12.824
H -14.001 -2.747 11.247
H -15.257 -4.706 12.392
H -14.479 -4.263 13.914
H -12.579 -4.410 10.463
H -14.077 -5.246 10.480
H -11.400 -6.506 10.475
H -13.031 -7.320 10.122
H -11.413 -7.541 12.373
H -12.974 -8.360 12.006
H -12.914 -6.455 14.086
H -14.331 -6.739 13.173
H -11.710 -3.491 12.236
H -11.028 -5.046 12.542
H -11.499 -4.852 14.818
H -12.659 -3.697 14.725
H -10.061 -3.290 15.496
H -10.942 -1.928 14.869
H -9.892 -2.879 13.778
C -5.418 -10.583 10.957
O -5.074 -9.330 11.584
O -6.414 -10.367 9.967
C -4.138 -11.181 10.311
F -4.211 -12.512 10.159
F -3.875 -10.626 9.085
F -3.055 -10.972 11.067
C -5.495 -9.009 12.891
C -5.082 -7.573 13.232
H -5.048 -7.380 14.304
H -4.071 -7.321 12.911
H -5.773 -6.809 12.877
H -5.102 -9.688 13.648
H -6.577 -8.983 13.022
H -5.718 -11.258 11.758
C -1.391 -3.108 21.233
O -0.985 -2.001 20.394
O -2.025 -2.536 22.355
C -1.993 -4.264 20.365
F -1.151 -4.900 19.508
F -2.366 -5.265 21.152
F -3.060 -3.926 19.568
C 0.111 -2.358 19.457
C 0.674 -0.996 18.929
H 0.168 -0.554 18.070
H 0.705 -0.232 19.706
H 1.637 -1.206 18.463
H -0.098 -3.007 18.607
H 0.983 -2.916 19.800
H -0.441 -3.567 21.506
*
```

HOMO level ... -0.2184 Eh
LUMO energy ... -3.5 eV
Orbital gap ... 2.42 eV
Electronic energy ... -3164.374959 a.u.
Energy relative to the best compared isomer or geometry (same formula, charge and spin) ... 6.6689 eV